Entry 1:
A cluster of 2 separate species, C6H12N2O in total. Source: OMol25; level of theory: wB97M-V/def2-TZVPD.

Values from the calculation:
HOMO-LUMO gap (spin up / spin down), eV: 8.0 / 8.0
HOMO (spin up / spin down), eV: -8.24 / -8.24
SMILES: [H]/N=C\C=C.C=C(N)OC

Geometry as ORCA input:
```
! RIJCOSX wB97M-V def2-TZVPD def2/J DEFGRID3
* xyz 0 1
C -1.390 1.746 -0.622
C -1.198 -1.554 -0.410
O -0.878 0.924 0.389
N -1.758 -1.525 -1.556
H -1.142 -1.196 -2.299
H -1.766 -1.843 0.476
H -1.999 2.590 -0.276
H -2.027 1.250 -1.367
H -0.680 2.238 -1.301
C 0.701 0.662 0.511
N 1.012 0.696 1.863
C 0.353 -1.491 -0.212
C 1.542 1.312 -0.333
C 0.830 -2.337 0.751
H 0.206 0.464 2.430
H 1.449 1.564 2.153
H 0.866 -1.518 -1.169
H 1.333 1.401 -1.389
H 2.406 1.857 0.029
H 0.390 -2.355 1.742
H 1.750 -2.887 0.590
*
```

Entry 2:
A structure of composition C39H29Cl2HfN8O4. Source: OMol25; level of theory: wB97M-V/def2-TZVPD.

Values from the calculation:
HOMO-LUMO gap, eV: 7.4
HOMO, eV: -10.18

Geometry as ORCA input:
```
! RIJCOSX wB97M-V def2-TZVPD def2/J DEFGRID3
* xyz 1 1
Hf -0.427 -0.354 -0.248
O 1.622 3.717 -0.251
C 0.794 4.334 0.624
C 1.110 5.643 0.982
C 0.320 6.334 1.876
C -0.801 5.727 2.439
C -1.130 4.439 2.081
C -0.343 3.716 1.174
C -0.739 2.359 0.773
O -0.001 1.691 -0.083
N -1.867 1.882 1.223
N -2.174 0.668 0.640
C -3.403 0.297 0.757
C -3.938 -0.849 0.073
C -5.229 -1.307 0.386
C -5.793 -2.358 -0.298
C -5.077 -2.958 -1.336
C -3.818 -2.512 -1.679
C -3.206 -1.454 -0.985
O -2.002 -1.047 -1.320
H 1.243 2.847 -0.464
H 1.982 6.093 0.525
H 0.567 7.356 2.131
H -1.416 6.267 3.145
H -2.008 3.959 2.488
H -4.071 0.914 1.356
H -5.776 -0.815 1.182
H -6.787 -2.698 -0.044
H -5.521 -3.777 -1.886
H -3.267 -2.965 -2.495
C -1.737 -1.914 2.560
N -1.411 -2.346 1.204
C -0.608 -3.565 1.169
C 0.193 -3.607 -0.087
N 0.246 -2.637 -0.961
C 1.089 -3.097 -1.978
C 1.480 -2.522 -3.185
C 2.333 -3.243 -3.997
C 2.793 -4.516 -3.641
C 2.399 -5.112 -2.460
C 1.541 -4.382 -1.650
N 0.942 -4.678 -0.439
C -0.679 -0.951 2.977
N 0.057 -0.319 2.096
C 0.893 0.526 2.831
C 1.880 1.421 2.423
C 2.510 2.161 3.402
C 2.195 2.011 4.758
C 1.240 1.108 5.182
C 0.597 0.379 4.192
N -0.404 -0.582 4.243
H -1.819 -2.748 3.263
H -2.698 -1.398 2.545
H -2.261 -2.497 0.672
H -1.238 -4.460 1.227
H 0.071 -3.584 2.025
H 1.121 -1.552 -3.490
H 2.651 -2.817 -4.939
H 3.460 -5.046 -4.308
H 2.739 -6.099 -2.174
H 1.079 -5.520 0.093
H 2.148 1.516 1.382
H 3.270 2.876 3.115
H 2.715 2.611 5.493
H 1.012 0.970 6.231
H -0.851 -0.938 5.070
Cl 4.475 0.048 0.235
C 3.541 0.575 -1.114
C 4.154 1.328 -2.123
C 3.438 1.767 -3.202
Cl 4.225 2.691 -4.429
C 2.062 1.468 -3.315
C 1.224 1.897 -4.366
C -0.104 1.557 -4.362
C -0.614 0.788 -3.309
N 0.138 0.369 -2.315
C 1.462 0.700 -2.291
C 2.196 0.239 -1.156
O 1.586 -0.460 -0.226
H 5.206 1.563 -2.040
H 1.640 2.494 -5.166
H -0.763 1.883 -5.153
H -1.658 0.499 -3.279
*
```

Entry 3:
A cluster of 12 separate species, C6H35NO12 in total. Source: OMol25; level of theory: wB97M-V/def2-TZVPD.

Values from the calculation:
HOMO-LUMO gap, eV: 8.1
HOMO, eV: -7.92
SMILES: C/C(=C\N)CCCO.O.O.O.O.O.O.O.O.O.O.O

Geometry as ORCA input:
```
! RIJCOSX wB97M-V def2-TZVPD def2/J DEFGRID3
* xyz 0 1
C -1.379 0.250 -2.082
O -0.386 0.125 -3.090
C -0.872 -0.190 -0.724
C 0.075 0.787 -0.011
C 0.020 0.785 1.499
C -0.236 1.927 2.131
N -0.292 2.103 3.522
C 0.292 -0.507 2.203
H -1.569 1.321 -2.120
H -2.268 -0.337 -2.329
H 0.385 0.627 -2.805
H -0.354 -1.152 -0.854
H -1.667 -0.610 -0.026
H 0.075 1.806 -0.463
H 1.066 0.549 -0.462
H -0.429 2.866 1.599
H -0.609 1.272 3.992
H -0.761 2.929 3.873
H 0.905 -0.312 3.133
H -0.619 -0.867 2.645
H 0.792 -1.218 1.507
H -1.339 3.763 0.320
H -1.265 4.659 -0.883
O -0.704 4.383 -0.142
H 2.811 0.665 -1.944
H 2.569 0.602 -3.471
O 2.479 0.099 -2.650
H 1.554 -1.332 -2.969
H 2.339 -2.773 -3.143
O 1.497 -2.322 -2.982
H -0.375 -4.220 0.438
H 0.700 -3.144 0.367
O -0.020 -3.465 0.949
H -2.702 -1.931 1.642
H -3.799 -2.327 0.559
O -3.569 -1.735 1.277
H 3.747 2.562 -1.422
H 2.308 2.977 -1.570
O 3.067 2.637 -2.100
H -0.232 -3.009 2.721
H -1.549 -3.182 3.390
O -0.633 -2.876 3.603
H 2.326 -1.251 -0.332
H 1.717 -2.505 -1.143
O 2.013 -2.152 -0.286
H -0.319 -3.267 -1.614
H -0.925 -4.534 -2.377
O -0.853 -4.063 -1.547
H -2.581 1.710 0.253
H -3.064 2.325 1.456
O -2.543 2.583 0.680
H 1.260 3.533 0.205
H 1.926 2.525 1.230
O 1.986 2.913 0.351
*
```

Entry 4:
A structure of composition C3H5ClO2. Source: OMol25; level of theory: wB97M-V/def2-TZVPD.

Values from the calculation:
HOMO-LUMO gap, eV: 10.6
HOMO, eV: -9.92

Geometry as ORCA input:
```
! RIJCOSX wB97M-V def2-TZVPD def2/J DEFGRID3
* xyz 0 1
C -0.160 0.291 -0.547
C 1.049 0.348 0.440
C -0.590 -1.126 -0.325
H -1.799 0.971 0.778
H -0.080 0.285 -1.689
H 0.697 0.257 1.550
H 1.233 1.448 0.431
H 0.027 -1.932 -0.653
O -1.101 1.331 -0.162
O -1.626 -1.453 0.270
Cl 2.350 -0.420 -0.093
*
```

Entry 5:
A cluster of 2 separate species, C2H6FOP in total. Source: OMol25; level of theory: wB97M-V/def2-TZVPD.

Values from the calculation:
HOMO-LUMO gap (spin up / spin down), eV: 8.1 / 8.0
HOMO (spin up / spin down), eV: -8.02 / -7.64

Geometry as ORCA input:
```
! RIJCOSX wB97M-V def2-TZVPD def2/J DEFGRID3
* xyz 0 1
C 1.338 0.316 -0.093
C -1.576 -0.947 -0.041
O 2.657 0.763 -0.349
F -1.560 1.485 0.466
P -1.296 0.712 -0.846
H 1.441 -0.731 -0.347
H 2.934 1.711 -0.081
H 1.055 0.616 0.971
H -2.466 -0.763 0.616
H -1.799 -1.803 -0.823
H -0.729 -1.358 0.526
*
```

Entry 6:
A cluster of 3 separate species, CH8NO3 in total. Source: OMol25; level of theory: wB97M-V/def2-TZVPD.

Values from the calculation:
HOMO-LUMO gap, eV: 8.1
HOMO, eV: -3.76

Geometry as ORCA input:
```
! RIJCOSX wB97M-V def2-TZVPD def2/J DEFGRID3
* xyz -1 1
N -0.809 0.458 2.050
C -0.427 0.916 0.661
O 0.621 0.248 0.188
H -1.829 0.400 2.047
H -0.498 -0.513 2.089
H -1.336 0.823 0.019
H -0.254 2.003 0.744
H 1.080 0.739 -1.322
H 0.989 0.185 -2.770
O 1.377 0.904 -2.266
H 0.381 -1.250 -0.321
H 0.706 -2.772 -0.475
O -0.002 -2.140 -0.644
*
```

Entry 7:
A cluster of 2 separate species, C4H15N2O in total. Source: OMol25; level of theory: wB97M-V/def2-TZVPD.

Values from the calculation:
HOMO-LUMO gap, eV: 10.6
HOMO, eV: -13.23

Geometry as ORCA input:
```
! RIJCOSX wB97M-V def2-TZVPD def2/J DEFGRID3
* xyz 1 1
N -1.119 1.464 -0.211
C -0.095 1.303 -1.194
C 0.777 -0.014 -0.940
N -0.210 -1.022 -0.296
C -0.162 -2.291 -1.123
C -0.039 -1.076 1.257
H -0.942 1.727 0.782
H -1.949 1.860 -0.655
H -1.122 -0.751 -0.306
H -0.617 1.026 -2.203
H 0.484 2.241 -1.447
H 0.967 -0.297 -1.931
H 1.754 0.283 -0.383
H -0.713 -3.121 -0.577
H -0.770 -2.112 -1.956
H 0.931 -2.685 -1.503
H -0.978 -0.734 1.665
H -0.051 -2.284 1.429
H 0.830 -0.485 1.496
H 0.759 3.068 2.424
H 1.560 1.867 3.107
O 0.705 2.035 2.565
*
```

Entry 8:
The molecule C5H10O. Source: OMol25; level of theory: wB97M-V/def2-TZVPD.

Values from the calculation:
HOMO-LUMO gap, eV: 10.6
HOMO, eV: -9.57
SMILES: C[C@H]1C[C@]1(C)O

Geometry as ORCA input:
```
! RIJCOSX wB97M-V def2-TZVPD def2/J DEFGRID3
* xyz 0 1
C -1.593 0.988 0.242
C -0.590 0.340 -0.698
C 0.837 0.841 -0.786
C 0.568 -0.516 -0.233
C 0.812 -0.892 1.208
O 1.032 -1.470 -1.150
H -2.079 1.847 -0.240
H -2.386 0.288 0.537
H -1.119 1.359 1.157
H -1.022 0.022 -1.645
H 1.324 0.718 -1.740
H 1.167 1.665 -0.153
H 1.873 -1.130 1.345
H 0.224 -1.778 1.475
H 0.552 -0.091 1.909
H 0.400 -2.191 -1.229
*
```

Entry 9:
A cluster of 2 separate species, C8H12NP in total. Source: OMol25; level of theory: wB97M-V/def2-TZVPD.

Values from the calculation:
HOMO-LUMO gap (spin up / spin down), eV: 7.2 / 7.2
HOMO (spin up / spin down), eV: -7.08 / -7.09

Geometry as ORCA input:
```
! RIJCOSX wB97M-V def2-TZVPD def2/J DEFGRID3
* xyz 0 1
C -0.941 0.109 2.643
C -1.426 0.998 1.692
C -0.220 -1.050 2.249
C -1.237 0.747 0.309
C 0.006 -1.278 0.900
C -0.408 -0.372 -0.025
C 0.429 -1.593 -2.142
C -0.167 -0.520 -1.456
N 1.357 2.395 -0.535
P 1.659 1.233 -1.757
H -0.893 0.386 3.654
H -2.247 1.621 2.033
H -0.047 -1.813 2.964
H -1.516 1.332 -0.521
H 0.564 -2.205 0.663
H 0.234 -2.529 -1.591
H 0.019 -1.849 -3.156
H 1.572 -1.503 -2.368
H -0.733 0.310 -1.987
H 1.019 3.279 -0.898
H 0.810 1.954 0.153
H 2.167 0.348 -0.825
*
```

Entry 10:
A cluster of 8 separate species, C23H64NO8PS7Si in total. Source: OMol25; level of theory: wB97M-V/def2-TZVPD.

Values from the calculation:
HOMO-LUMO gap, eV: 7.7
HOMO, eV: -7.20

Geometry as ORCA input:
```
! RIJCOSX wB97M-V def2-TZVPD def2/J DEFGRID3
* xyz 0 1
C 1.468 -3.911 0.081
C 1.723 -2.987 -1.124
P 2.228 -1.259 -0.656
C 3.242 -1.457 0.868
Si 0.292 -0.281 -0.166
C 0.349 1.604 -0.383
C 1.704 2.226 -0.251
O 2.152 3.026 -1.069
C -0.444 -0.694 1.527
C -1.974 -0.414 1.534
C -2.839 -1.629 1.117
C -3.774 -1.399 -0.073
N -3.255 -1.834 -1.377
H 0.662 -4.610 -0.135
H 2.365 -4.481 0.303
H 1.171 -3.347 0.959
H 0.813 -2.880 -1.712
H 2.474 -3.407 -1.785
H 3.837 -0.558 0.996
H 2.683 -1.700 1.769
H 3.947 -2.264 0.682
H -0.666 -0.793 -1.171
H -0.353 2.029 0.335
H -0.022 1.834 -1.378
H 2.311 1.950 0.634
H 0.006 -0.061 2.292
H -0.287 -1.735 1.802
H -2.236 -0.137 2.554
H -2.211 0.425 0.884
H -2.199 -2.499 0.960
H -3.476 -1.878 1.965
H -4.700 -1.936 0.105
H -4.043 -0.349 -0.136
H -2.679 -2.654 -1.264
H -2.691 -1.106 -1.786
C -3.019 3.398 -2.571
S -3.371 3.329 -0.816
O -2.862 1.997 -0.353
C -5.154 3.160 -0.982
H -1.937 3.457 -2.673
H -3.385 2.498 -3.064
H -3.473 4.282 -3.018
H -5.384 2.275 -1.576
H -5.556 4.054 -1.458
H -5.573 3.053 0.017
C 5.913 -5.675 3.308
S 4.664 -4.460 2.871
O 5.019 -3.933 1.523
C 5.173 -3.237 4.073
H 5.801 -6.525 2.638
H 6.904 -5.237 3.189
H 5.759 -5.991 4.339
H 6.214 -2.972 3.904
H 5.044 -3.638 5.072
H 4.541 -2.359 3.942
C -8.172 -1.697 3.660
S -6.569 -0.952 3.330
O -6.051 -1.570 2.085
C -5.711 -1.741 4.699
H -8.857 -1.368 2.882
H -8.082 -2.783 3.636
H -8.534 -1.364 4.633
H -5.788 -2.824 4.602
H -6.145 -1.407 5.641
H -4.666 -1.441 4.652
C 8.921 -2.058 6.593
S 8.481 -3.787 6.382
O 6.995 -3.847 6.314
C 8.955 -4.309 8.034
H 8.663 -1.534 5.675
H 8.361 -1.639 7.428
H 9.993 -1.978 6.770
H 8.393 -3.737 8.772
H 10.026 -4.162 8.167
H 8.717 -5.366 8.129
C -0.912 1.761 -5.337
S -1.768 2.679 -6.613
O -2.881 3.417 -5.948
C -2.495 1.247 -7.419
H -0.418 2.477 -4.683
H -1.640 1.182 -4.765
H -0.160 1.108 -5.785
H -3.100 0.693 -6.701
H -1.698 0.617 -7.814
H -3.121 1.602 -8.234
C 4.113 -0.091 -5.648
S 3.233 1.284 -6.393
O 1.799 0.889 -6.462
C 3.907 1.080 -8.045
H 3.796 -0.167 -4.610
H 3.868 -1.012 -6.178
H 5.185 0.102 -5.690
H 3.676 0.081 -8.413
H 4.985 1.238 -8.016
H 3.445 1.826 -8.688
C -6.180 7.358 -0.413
S -4.559 7.155 -1.167
O -3.777 6.256 -0.277
C -3.995 8.832 -0.854
H -6.694 6.400 -0.463
H -6.063 7.659 0.627
H -6.746 8.106 -0.968
H -4.028 9.032 0.217
H -4.628 9.535 -1.396
H -2.972 8.909 -1.213
*
```

Entry 11:
The ion C7H13N2 with charge +1. Source: OMol25; level of theory: wB97M-V/def2-TZVPD.

Values from the calculation:
HOMO-LUMO gap (spin up / spin down), eV: 7.8 / 7.8
HOMO (spin up / spin down), eV: -12.21 / -12.21
SMILES: C=CN(C)C[N+]1=C(C)C1

Geometry as ORCA input:
```
! RIJCOSX wB97M-V def2-TZVPD def2/J DEFGRID3
* xyz 1 1
C 1.910 -0.446 0.086
C 2.899 0.585 -0.304
C -0.462 0.144 1.201
C 1.201 -1.700 -0.233
C -2.466 -1.516 0.006
C -0.857 1.976 -0.427
C -2.073 -0.348 -0.479
N 0.873 -0.607 0.813
N -1.133 0.501 0.101
H 3.811 0.247 -0.933
H 3.360 0.834 0.667
H -0.963 -0.734 1.686
H -0.147 0.872 1.913
H 0.549 -1.758 -1.120
H 1.349 -2.646 0.138
H -1.970 -2.019 0.838
H 2.492 1.488 -0.788
H -3.426 -1.859 -0.205
H -0.806 1.989 -1.565
H 0.147 2.265 -0.141
H -1.733 2.548 0.020
H -2.555 0.183 -1.273
*
```

Entry 12:
A structure of composition C41H47B2NO4S2Zr. Source: OMol25; level of theory: wB97M-V/def2-TZVPD.

Values from the calculation:
HOMO-LUMO gap, eV: 6.9
HOMO, eV: -6.96

Geometry as ORCA input:
```
! RIJCOSX wB97M-V def2-TZVPD def2/J DEFGRID3
* xyz 0 1
Zr 1.190 -0.159 -0.292
C -3.454 0.193 2.272
C -3.782 -0.372 0.894
C -4.252 0.750 -0.035
C -2.643 -1.169 0.282
C -2.808 -1.765 -0.974
C -1.814 -2.526 -1.554
C -0.605 -2.771 -0.893
C 0.444 -3.635 -1.536
C -0.446 -2.208 0.372
C -1.443 -1.396 0.937
H -4.319 0.730 2.665
H -2.620 0.896 2.210
H -3.199 -0.590 2.988
H -4.614 -1.079 1.009
H -3.448 1.466 -0.202
H -5.103 1.269 0.410
H -4.566 0.372 -1.009
H -3.734 -1.614 -1.516
H -1.971 -2.951 -2.538
H 0.901 -3.114 -2.380
H -0.008 -4.552 -1.917
H 1.239 -3.896 -0.841
H 0.434 -2.465 0.962
H -1.279 -0.977 1.920
S 3.062 -1.903 0.188
C 4.359 -0.724 0.010
C 5.519 -0.871 0.780
C 6.582 0.005 0.670
C 6.517 1.060 -0.236
C 5.378 1.226 -1.003
C 4.286 0.358 -0.889
S 2.865 0.694 -1.906
H 5.565 -1.697 1.478
H 7.465 -0.139 1.281
H 7.352 1.740 -0.351
H 5.313 2.042 -1.714
C 3.101 4.941 0.439
N 2.788 4.017 1.559
C 1.390 4.218 2.038
C 3.108 2.586 1.142
C 2.671 1.599 2.180
C 3.204 1.737 3.464
C 2.773 0.931 4.500
C 1.820 -0.043 4.225
C 1.350 -0.210 2.933
C 1.743 0.600 1.850
H 2.928 5.967 0.755
H 2.443 4.682 -0.389
H 4.138 4.800 0.145
H 3.403 4.227 2.344
H 0.724 4.130 1.189
H 1.317 5.218 2.462
H 1.157 3.461 2.780
H 4.187 2.576 0.970
H 2.601 2.430 0.190
H 3.982 2.475 3.659
H 3.183 1.041 5.495
H 1.470 -0.696 5.016
H 0.662 -1.035 2.770
C -6.011 0.205 -6.080
C -5.172 1.420 -5.662
C -6.000 2.255 -4.684
C -4.876 2.283 -6.896
C -3.856 0.946 -5.042
C -2.987 0.155 -5.801
C -1.769 -0.312 -5.315
C -1.440 0.034 -4.023
O -0.333 -0.286 -3.284
B -0.513 0.289 -2.003
O -1.737 0.998 -2.024
C -2.289 0.812 -3.260
C -3.493 1.285 -3.735
H -6.954 0.533 -6.524
H -6.238 -0.422 -5.216
H -5.491 -0.411 -6.814
H -6.928 2.566 -5.167
H -5.469 3.156 -4.371
H -6.265 1.684 -3.791
H -5.808 2.630 -7.348
H -4.323 1.725 -7.651
H -4.282 3.157 -6.621
H -3.265 -0.107 -6.814
H -1.110 -0.918 -5.923
H -4.113 1.901 -3.100
O 0.348 3.154 -0.994
B 0.079 1.972 -0.228
O -1.078 2.254 0.559
C -1.533 3.485 0.190
C -2.639 4.169 0.643
C -2.864 5.437 0.103
C -2.005 5.982 -0.843
C -0.882 5.281 -1.290
C -0.674 4.030 -0.755
H -3.304 3.733 1.378
H -3.727 6.005 0.426
H -2.212 6.964 -1.247
H -0.213 5.691 -2.036
*
```

| no. | E_tot (eV) |
| --- | --- |
| 1 | -11438.955 |
| 2 | -87380.272 |
| 3 | -32849.247 |
| 4 | -19806.684 |
| 5 | -16222.257 |
| 6 | -8800.291 |
| 7 | -9410.474 |
| 8 | -7393.735 |
| 9 | -19266.883 |
| 10 | -135766.256 |
| 11 | -10439.219 |
| 12 | -77267.985 |